The following is a quantum chemistry calculation of a cluster of 5 separate species, C26H61O18P3 in total at a distorted geometry, from the Open Molecules 2025 dataset.

DFT total energy in eV: -92678.3743
Energy above the lowest of the compared OMol25 structures with the same formula, charge and spin in kcal/mol: 45.8
Frontier orbital gap in eV: 10.995
2S+1: 1

Each line ends with the Mulliken charge.
Geometry (Å):
C: 0.86898 -4.03351 -3.21508  -0.937
C: -0.48312 -4.69308 -3.00161  0.046
O: -0.62817 -5.03225 -1.64526  -0.071
P: -0.17544 -6.53223 -1.01458  0.703
O: -1.00851 -7.04153 0.12911  -0.762
O: -0.13822 -7.50008 -2.30619  -0.352
C: 0.34017 -8.83364 -2.22851  -0.499
C: 1.80123 -9.00365 -2.38211  -0.930
O: 1.35007 -6.37006 -0.62038  -0.102
C: 1.54289 -5.41647 0.41241  0.026
C: 3.07585 -5.33199 0.72611  -1.351
H: 1.70865 -4.66324 -2.92097  0.317
H: 1.01376 -3.61558 -4.21131  0.394
H: 1.03135 -3.23117 -2.49537  0.073
H: -1.34614 -4.08190 -3.26573  -0.024
H: -0.65865 -5.58725 -3.59972  0.426
H: 0.14290 -9.34554 -1.28663  0.326
H: -0.25774 -9.44532 -2.90412  0.414
H: 2.37360 -8.54520 -1.57569  0.230
H: 1.86538 -10.08076 -2.22776  0.369
H: 2.23118 -8.56466 -3.28240  0.281
H: 1.15895 -4.42253 0.18268  0.127
H: 1.12675 -5.89442 1.29925  0.267
H: 3.63092 -4.99973 -0.15115  0.313
H: 3.41107 -4.72990 1.57063  0.382
H: 3.32162 -6.33937 1.06209  0.347
C: -2.26101 1.00116 -4.32215  -1.564
C: -2.86470 0.88667 -3.04111  0.737
O: -4.24140 0.96591 -3.04268  -0.394
P: -5.16661 0.32891 -1.85327  0.686
O: -6.62677 0.54900 -2.02770  -0.817
O: -4.73677 -1.23864 -1.73966  0.219
C: -5.43790 -2.34462 -2.36465  -0.575
C: -4.40909 -3.09862 -3.27425  -0.635
O: -4.46391 0.95173 -0.45659  -0.167
C: -5.19911 0.90819 0.77158  -0.225
C: -5.48542 -0.50158 1.25433  -0.807
H: -1.17678 0.91834 -4.24674  0.368
H: -2.59852 0.23519 -5.02034  0.345
H: -2.51423 1.86450 -4.93748  0.352
H: -2.46411 -0.07143 -2.70993  -0.184
H: -2.40291 1.60418 -2.36286  0.188
H: -5.92791 -2.91694 -1.57698  0.342
H: -6.29264 -2.12839 -3.00556  0.401
H: -3.50994 -3.45911 -2.77457  -0.135
H: -4.83790 -4.03066 -3.64238  0.479
H: -4.06202 -2.45925 -4.08595  0.261
H: -4.71220 1.42797 1.59672  0.250
H: -6.13413 1.39513 0.49462  0.350
H: -6.42666 -0.50002 1.80403  0.367
H: -5.73199 -1.15143 0.41469  -0.006
H: -4.79213 -0.98661 1.94149  0.299
C: -1.62990 2.37987 2.04041  -1.120
C: -0.63204 1.76917 2.96255  0.559
O: -0.35138 2.66531 3.98742  -0.298
P: 0.76291 2.35207 5.14520  0.804
O: 0.42290 1.23479 6.06386  -0.763
O: 2.13576 2.11309 4.35188  0.048
C: 3.24384 1.68750 5.15572  -0.125
C: 4.16754 0.79014 4.33175  -1.255
O: 1.12326 3.77596 5.72358  -0.432
C: 1.63997 4.86935 4.92819  0.010
C: 2.96498 5.45981 5.51789  -1.091
H: -2.56277 2.67222 2.52247  0.355
H: -1.33086 3.38293 1.73616  0.267
H: -1.77963 1.76474 1.15312  0.251
H: -0.98785 0.79472 3.29713  0.333
H: 0.24570 1.57384 2.34649  -0.318
H: 3.83730 2.54658 5.46859  0.052
H: 2.94095 1.11486 6.03232  0.400
H: 3.67289 0.01809 3.74237  0.283
H: 4.67885 1.42026 3.60401  0.290
H: 4.88589 0.42905 5.06774  0.404
H: 1.82987 4.54291 3.90571  0.085
H: 0.85257 5.62300 4.91726  0.400
H: 3.68625 4.64651 5.59795  0.199
H: 3.46362 6.18894 4.87928  0.340
H: 2.86548 5.70569 6.57512  0.334
C: 2.96042 7.89032 -4.25081  -1.209
C: 2.43249 6.92920 -3.27660  -0.151
O: 2.52774 7.45731 -1.90240  -0.311
C: 2.32970 6.61032 -0.82865  0.646
O: 2.12570 5.43038 -0.87996  -0.529
O: 2.52639 7.35255 0.29290  -0.313
C: 2.36184 6.78950 1.58041  -0.587
H: 2.22067 8.68639 -4.33531  0.307
H: 2.91562 7.45213 -5.24784  0.368
H: 3.87345 8.36706 -3.89415  0.317
H: 2.94041 5.96513 -3.30290  0.307
H: 1.38320 6.74434 -3.50665  0.275
H: 3.16697 6.10317 1.84275  0.292
H: 1.46808 6.16561 1.57282  0.284
H: 2.33258 7.58602 2.32393  0.295
C: 2.28695 2.24424 0.09148  -1.305
C: 1.90883 0.77867 0.39093  -0.424
O: 0.62981 0.40618 -0.16198  -0.201
C: 0.11425 -0.86606 0.09121  0.433
O: 0.57222 -1.67409 0.90674  -0.611
O: -1.08046 -0.93985 -0.49629  -0.032
C: -1.64490 -2.27789 -0.53936  -0.523
H: 2.54374 2.39562 -0.95697  0.463
H: 3.11291 2.48351 0.76127  0.338
H: 1.54879 3.04028 0.18917  0.261
H: 2.05256 0.56187 1.44943  0.339
H: 2.60757 0.09857 -0.09622  0.473
H: -2.73055 -2.33744 -0.61631  0.294
H: -1.25972 -2.92170 0.25137  0.482
H: -1.19619 -2.85760 -1.34602  -0.139

The following is a quantum chemistry calculation of a cluster of 8 separate species, C26H62NO22S5 in total at a distorted geometry, from the Open Molecules 2025 dataset.

DFT total energy in eV: -128658.0408
Energy above the lowest of the compared OMol25 structures with the same formula, charge and spin in kcal/mol: 0.0
Frontier orbital gap in eV: 9.988
2S+1: 1
Charge: +1

Each line ends with the Mulliken charge.
Geometry (Å):
C: 0.47043 -1.04855 0.41225  -1.071
N: 0.96343 0.18645 -0.31275  1.263
C: 1.53943 -0.20855 -1.62975  -0.776
C: -0.25557 1.03445 -0.66575  -0.039
C: 1.84143 1.10445 0.47625  0.367
C: 3.15243 0.49345 0.87425  -0.004
O: 4.08043 1.33945 1.52925  -0.594
H: 1.26243 -1.80355 0.47925  0.242
H: -0.33157 -1.60055 -0.21175  0.065
H: -0.07657 -0.73155 1.29125  0.446
H: 1.80243 0.54045 -2.42575  0.124
H: 0.78943 -0.78755 -2.19375  -0.002
H: 2.45043 -0.60755 -1.66375  0.673
H: 0.05643 1.96245 -1.30375  -0.208
H: -0.68857 1.19045 0.31825  0.753
H: -0.62457 0.35345 -1.37975  -0.420
H: 1.28443 1.30545 1.47825  -0.172
H: 2.00943 2.02145 -0.24375  -0.053
H: 3.75443 0.10545 0.02225  0.172
H: 2.91543 -0.50555 1.46925  -0.199
H: 4.33943 0.97245 2.41425  0.394
O: -4.66257 1.73145 1.97825  -0.694
S: -4.53657 1.45245 0.60325  0.913
O: -3.31257 1.05045 0.10125  -0.260
O: -5.70857 0.29745 0.42225  -0.380
C: -5.83257 -0.44355 -0.76075  0.281
C: -7.04957 -1.34655 -0.83475  -1.049
C: -5.14557 2.77445 -0.28675  -1.151
H: -4.85357 -0.95055 -0.90275  -0.107
H: -5.83557 0.23545 -1.66275  0.274
H: -7.05957 -1.36755 0.27225  0.241
H: -6.87157 -2.23855 -1.36975  0.362
H: -7.90657 -0.69455 -1.20375  0.255
H: -4.62957 3.69345 -0.19475  0.419
H: -6.03557 3.17945 -0.15475  0.560
H: -5.08957 2.55445 -1.32675  0.288
O: -1.76657 1.13945 6.46225  -0.637
S: -0.92157 2.05345 5.68525  1.160
O: -0.19257 3.10845 6.40525  -0.655
O: 0.27043 1.14745 4.85325  -0.209
C: 1.25243 0.52145 5.61525  -0.951
C: 2.35643 -0.01755 4.67425  -0.219
C: -1.75157 2.87545 4.50625  -0.723
H: 0.96043 -0.10455 6.34625  0.673
H: 1.68643 1.22845 6.27525  0.502
H: 3.28543 -0.23055 5.21125  0.457
H: 2.59843 0.60945 3.88525  -0.283
H: 1.97743 -1.01055 4.08325  -0.029
H: -0.96757 3.33645 3.75125  0.061
H: -2.49957 3.53245 5.18125  0.381
H: -2.37057 2.18345 4.04025  0.359
O: -3.12057 1.39845 -3.27475  -0.618
S: -2.54557 0.35145 -3.96675  1.198
O: -1.22057 -0.15555 -3.57375  -0.504
O: -3.47457 -0.95955 -3.75275  -0.323
C: -2.95957 -2.15255 -3.08375  -0.116
C: -4.01557 -3.20355 -2.93575  -1.080
C: -2.39157 0.59345 -5.65775  -1.209
H: -2.66057 -1.93955 -2.00875  0.093
H: -2.24357 -2.64655 -3.50675  0.670
H: -4.40357 -3.68555 -3.79175  0.438
H: -4.85957 -2.64255 -2.43175  -0.095
H: -3.45157 -3.98955 -2.43575  0.390
H: -1.62457 1.21745 -5.90575  0.472
H: -3.34757 0.93945 -6.09575  0.358
H: -2.06857 -0.26655 -6.08575  0.398
O: 2.82643 -3.24255 -1.34175  -0.440
S: 3.21343 -3.97955 -2.47375  1.068
O: 2.71943 -5.29155 -2.52175  -0.656
O: 2.61843 -3.10055 -3.79575  -0.312
C: 1.26943 -3.28555 -4.13675  0.005
C: 1.01143 -2.52955 -5.40375  -1.011
C: 4.99043 -3.96755 -2.68675  -0.873
H: 0.58143 -2.94755 -3.39775  0.222
H: 1.04543 -4.44155 -4.57875  0.254
H: 1.34943 -3.21055 -6.41375  0.312
H: 1.64843 -1.60555 -5.50075  0.280
H: 0.02443 -2.11655 -5.50575  0.171
H: 5.61343 -4.97455 -3.13975  0.303
H: 5.30143 -3.74655 -1.63775  0.355
H: 5.10143 -3.05355 -3.32975  0.293
O: 0.25643 -3.08755 2.82825  -0.371
S: 0.37143 -4.26355 3.63325  0.962
O: 0.13443 -5.55655 3.09925  -0.588
O: 2.00443 -4.26955 3.96025  -0.371
C: 2.93043 -3.85155 3.04325  0.271
C: 4.31243 -4.42055 3.44925  -1.667
C: -0.43657 -4.07055 5.19425  -1.365
H: 3.05443 -2.80155 2.83425  -0.237
H: 2.54143 -4.07855 2.15125  0.681
H: 5.06843 -3.82255 3.01525  0.430
H: 4.66443 -5.56355 3.28025  0.255
H: 4.54043 -4.36055 4.39725  0.529
H: -1.32957 -3.82155 5.48925  0.599
H: 0.11643 -3.34055 5.74825  0.353
H: -0.36457 -4.84855 5.85825  0.531
C: 3.47943 3.99645 -2.71775  -0.285
C: 3.20043 5.27445 -3.55875  -0.626
O: 1.83543 5.52045 -3.32475  -0.355
C: 1.27743 4.56745 -2.79675  0.618
O: 0.06943 4.48745 -2.50375  -0.633
O: 2.12143 3.60045 -2.41275  -0.025
H: 3.82743 4.26645 -1.75375  0.341
H: 4.04843 3.28945 -3.37075  0.271
H: 3.32843 5.07945 -4.54675  0.337
H: 3.67943 6.22045 -3.49175  0.339
C: -0.22157 4.78345 0.73725  0.115
C: -0.65357 5.47445 1.96025  -0.568
O: 0.16043 5.00445 2.92925  -0.368
C: 1.17343 4.22245 2.32525  0.529
O: 1.99443 3.73145 3.09925  -0.581
O: 0.97243 4.07745 1.08425  0.052
H: -0.10357 5.64945 -0.01475  0.228
H: -0.91857 3.97045 0.51525  0.044
H: -1.73257 5.41745 2.04925  0.338
H: -0.45257 6.54145 1.79225  0.367

The following is a quantum chemistry calculation of a structure of composition C26H62O14S10Tl at a distorted geometry, from the Open Molecules 2025 dataset.

DFT total energy in eV: -169657.4343
Energy above the lowest of the compared OMol25 structures with the same formula, charge and spin in kcal/mol: 77.6
Frontier orbital gap in eV: 2.154
2S+1: 1
Charge: +1

Each line ends with the Mulliken charge.
Geometry (Å):
Tl: -10.13459 -7.82089 -0.31592  0.903
C: -12.30129 -7.40922 -4.87063  -0.276
C: -12.06753 -7.29747 -3.45085  0.918
C: -13.21453 -7.72794 -2.49497  0.002
O: -12.90523 -7.82414 -1.32552  -0.686
C: -14.55241 -7.88882 -3.03744  1.448
C: -14.77872 -7.78875 -4.40361  -0.232
C: -13.62180 -7.45678 -5.30654  -0.025
O: -13.79094 -7.39597 -6.54274  -0.354
O: -15.93170 -8.01250 -4.79636  -0.194
O: -11.01814 -6.98517 -2.91910  -0.591
H: -11.53352 -7.07351 -5.55509  0.270
H: -15.36378 -7.94453 -2.32482  -0.735
C: -14.58195 -10.10611 -8.80762  -0.538
S: -13.56926 -9.87402 -10.29426  0.419
O: -14.10440 -8.72204 -11.09114  -0.585
C: -12.02228 -9.24783 -9.50278  -0.650
H: -14.08145 -10.80615 -8.13558  0.399
H: -15.50320 -10.58168 -9.14845  0.308
H: -14.90894 -9.25531 -8.20690  -0.071
H: -12.23929 -8.38309 -8.86453  -0.096
H: -11.36271 -8.86159 -10.27580  0.422
H: -11.57397 -9.93516 -8.78432  0.418
C: -17.83912 -4.07958 -7.97735  -1.110
S: -17.86000 -5.81351 -7.54013  0.865
O: -19.10076 -6.36886 -8.19148  -0.677
C: -16.39988 -6.39031 -8.40953  -0.280
H: -18.78559 -3.54620 -7.89071  0.353
H: -17.74988 -4.03987 -9.07029  0.419
H: -17.04873 -3.42987 -7.60732  0.176
H: -16.51223 -7.46762 -8.48144  0.053
H: -15.50328 -6.03043 -7.90465  -0.268
H: -16.35270 -5.88298 -9.37550  0.558
C: -18.67949 -7.00370 -2.93724  -0.361
S: -19.39648 -6.39807 -1.38119  0.424
O: -19.22228 -7.47048 -0.33292  -0.582
C: -18.03178 -5.22270 -1.00332  -0.715
H: -17.59961 -7.15074 -2.95988  -0.451
H: -18.97645 -6.49228 -3.85292  0.587
H: -19.11963 -8.00313 -3.00564  0.333
H: -17.11285 -5.80548 -0.95798  -0.014
H: -18.19884 -4.87522 0.01640  0.402
H: -18.09045 -4.37265 -1.68068  0.389
C: -14.38547 -10.98460 0.30371  -0.793
S: -15.76316 -10.76602 -0.88445  0.566
O: -16.90561 -11.63650 -0.42927  -0.611
C: -16.41004 -9.10594 -0.36164  -0.660
H: -14.85442 -10.77064 1.26059  0.389
H: -13.70271 -10.17060 0.03941  0.109
H: -13.83516 -11.90241 0.12228  0.373
H: -15.68189 -8.29706 -0.25361  0.386
H: -16.84253 -9.30329 0.61500  0.551
H: -17.05998 -8.82535 -1.18596  -0.133
C: -7.46389 -4.23440 -0.24986  -0.994
S: -7.07352 -5.58359 -1.35801  0.449
O: -8.40828 -6.21392 -1.76645  -0.440
C: -6.48681 -4.59602 -2.78419  -0.605
H: -8.32921 -3.69176 -0.63142  0.333
H: -6.56211 -3.65754 -0.05070  0.396
H: -7.80403 -4.61049 0.71705  0.337
H: -6.87639 -3.57914 -2.72293  0.297
H: -6.77772 -5.05232 -3.72613  0.012
H: -5.40428 -4.47806 -2.73605  0.400
C: -10.06467 -11.37180 -3.36363  -0.701
S: -11.57907 -11.36503 -2.33274  0.293
O: -11.18107 -10.25709 -1.40900  -0.467
C: -12.70648 -10.81136 -3.66746  0.058
H: -10.19462 -11.97733 -4.26290  0.402
H: -9.20440 -11.82552 -2.87244  0.395
H: -9.81501 -10.33323 -3.57737  -0.053
H: -13.69174 -10.53914 -3.27953  -0.018
H: -12.80705 -11.59125 -4.41752  0.606
H: -12.36554 -9.83332 -4.00488  -0.407
C: -12.38141 -5.07444 -8.27013  0.176
S: -11.53914 -3.89415 -9.34115  0.446
O: -12.39627 -2.67443 -9.37136  -0.620
C: -10.29786 -3.55230 -8.09639  -0.499
H: -11.77398 -5.97521 -8.14159  -0.065
H: -13.31687 -5.51217 -8.62004  0.203
H: -12.58019 -4.60419 -7.30570  -0.325
H: -9.86557 -4.55240 -7.96329  -0.092
H: -10.67674 -3.32366 -7.09926  0.222
H: -9.51110 -2.85211 -8.36078  0.450
C: -19.17908 -9.76569 -8.42722  -0.588
S: -19.65134 -10.48290 -6.81627  0.515
O: -19.45757 -11.96871 -7.05810  -0.628
C: -18.14121 -9.99816 -5.89034  -0.700
H: -20.04807 -9.74085 -9.08156  0.376
H: -18.44153 -10.41864 -8.89667  0.245
H: -18.72045 -8.77857 -8.38671  0.013
H: -18.09642 -8.90919 -5.92252  0.094
H: -17.24061 -10.52123 -6.20058  0.337
H: -18.35711 -10.27049 -4.85583  0.348
C: -8.35597 -7.72120 -4.95148  -0.424
S: -8.15138 -6.44390 -6.25093  0.550
O: -6.70288 -6.12942 -6.46519  -0.672
C: -8.77460 -7.46586 -7.62864  -0.872
H: -8.12248 -8.70720 -5.34935  0.378
H: -9.37404 -7.68733 -4.56464  -0.239
H: -7.67740 -7.37500 -4.17579  0.292
H: -9.85130 -7.58950 -7.51252  0.045
H: -8.20779 -8.39355 -7.55411  0.508
H: -8.56954 -7.00281 -8.59179  0.394
C: -14.38670 -4.11573 -4.35084  -0.638
S: -15.28703 -3.14259 -5.60074  0.905
O: -16.35355 -2.47495 -4.80214  -0.694
C: -14.03107 -1.92553 -5.86974  -0.910
H: -14.95273 -4.95593 -3.94223  -0.043
H: -14.21955 -3.41550 -3.53251  0.536
H: -13.50680 -4.61193 -4.76902  0.087
H: -13.29597 -2.33279 -6.56946  0.108
H: -13.46487 -1.88426 -4.93726  0.343
H: -14.43932 -0.97407 -6.19152  0.395